(1)
Molecular formula: C21H26F6N4NiO3Sb
Method: DFT, ωB97M-V/def2-TZVPD

Calculated values
2S+1: 4
Kohn-Sham gap (spin up / spin down) in eV: 7.02 / 4.23
<S²>: 3.80
Maximum force in eV/Å: 1.3

Geometry as XYZ:
```
62
C21H26F6N4NiO3Sb | the Open Molecules 2025 dataset | ωB97M-V/def2-TZVPD
Ni -0.403 -0.208 0.032
O -1.296 -1.074 -1.561
C -1.948 -0.348 -2.351
C -3.146 -0.875 -2.951
C -3.973 -0.079 -3.683
C -3.627 1.262 -3.934
C -2.419 1.773 -3.479
C -1.565 1.016 -2.699
C -0.357 1.648 -2.201
N 0.378 1.153 -1.294
C 1.512 1.873 -0.762
C 1.352 2.091 0.756
N 0.525 1.049 1.358
C 0.102 1.229 2.556
C -0.901 0.471 3.246
C -1.257 0.930 4.530
C -2.304 0.393 5.230
C -3.058 -0.633 4.641
C -2.752 -1.100 3.390
C -1.657 -0.587 2.640
O -1.387 -1.108 1.494
H -3.388 -1.907 -2.735
H -4.907 -0.474 -4.060
H -4.315 1.897 -4.475
H -2.152 2.799 -3.696
H -0.118 2.623 -2.629
H 1.644 2.841 -1.253
H 2.396 1.256 -0.947
H 0.887 3.064 0.931
H 2.347 2.102 1.212
H 0.479 2.087 3.122
H -0.693 1.754 4.954
H -2.563 0.774 6.208
H -3.900 -1.051 5.180
H -3.341 -1.877 2.920
F -2.092 1.205 0.161
Sb -2.845 3.000 0.346
F -1.478 3.518 1.565
F -3.862 2.315 1.773
F -3.625 4.711 0.414
F -4.094 2.469 -0.970
F -1.636 3.560 -1.025
C 4.808 -2.215 -0.242
N 3.406 -1.950 -0.504
C 3.117 -1.722 -1.914
C 2.349 -1.989 0.373
O 1.275 -1.495 -0.012
N 2.483 -2.541 1.610
C 1.385 -2.406 2.565
C 3.611 -3.298 2.130
H 5.396 -1.593 -0.918
H 5.081 -3.257 -0.435
H 5.084 -1.944 0.770
H 3.361 -2.615 -2.497
H 3.717 -0.889 -2.288
H 2.065 -1.491 -2.038
H 0.493 -2.055 2.066
H 1.642 -1.703 3.362
H 1.170 -3.380 3.006
H 4.079 -3.916 1.370
H 3.232 -3.967 2.899
H 4.361 -2.654 2.597
```


(2)
Molecular formula: C3H3Br2F
Method: DFT, ωB97M-V/def2-TZVPD

Calculated values
2S+1: 3
Kohn-Sham gap (spin up / spin down) in eV: 8.26 / 8.36
Energy above the lowest of the compared OMol25 structures with the same formula, charge and spin in kJ/mol: 129.2
<S²>: 2.02
Maximum force in eV/Å: 4.5

Geometry as XYZ:
```
9
C3H3Br2F | the Open Molecules 2025 dataset | ωB97M-V/def2-TZVPD
C -0.465 0.265 -0.597
C -0.314 0.682 0.575
C 2.883 -0.055 0.710
F 3.489 -0.251 1.884
Br 2.699 -1.731 -0.133
Br 4.178 1.096 -0.338
H -1.406 0.032 -0.950
H 0.356 -0.428 -1.040
H 0.187 0.891 1.493
```


(3)
Molecular formula: C28H25F5NOSTi
Method: DFT, ωB97M-V/def2-TZVPD

Calculated values
2S+1: 2
Kohn-Sham gap (spin up / spin down) in eV: 7.32 / 7.38
<S²>: 0.76
Maximum force in eV/Å: 3.5

Geometry as XYZ:
```
62
C28H25F5NOSTi | the Open Molecules 2025 dataset | ωB97M-V/def2-TZVPD
C 1.011 2.431 1.477
C -0.352 2.497 1.027
C -1.010 1.304 1.426
H -0.829 3.348 0.540
C -0.080 0.492 2.128
C 1.169 1.196 2.200
H -0.297 -0.456 2.616
C 2.001 1.582 -1.786
C 0.889 2.455 -1.551
C -0.303 1.760 -1.941
H 0.962 3.499 -1.256
C 0.051 0.450 -2.386
C 1.478 0.341 -2.287
H -2.072 1.087 1.310
H 2.031 0.899 2.790
H 1.758 3.218 1.393
H 2.065 -0.505 -2.638
H -1.313 2.172 -1.952
H 3.051 1.849 -1.723
Ti 0.925 0.788 0.007
C -0.850 -0.570 -3.078
C -0.348 -0.782 -4.516
C -2.308 -0.101 -3.135
H -0.385 0.159 -5.072
H -0.971 -1.510 -5.049
H 0.684 -1.143 -4.534
H -2.376 0.837 -3.698
H -2.734 0.053 -2.136
H -2.919 -0.849 -3.658
C -0.785 -1.958 -2.358
C -1.171 -2.003 -0.895
H 0.250 -2.342 -2.421
H -1.437 -2.668 -2.896
O -0.433 -1.481 -0.011
N -2.266 -2.645 -0.460
C -2.492 -2.738 0.993
H -2.812 -3.212 -1.086
C -3.417 -1.663 1.497
C -3.337 -1.223 2.830
H -2.603 -1.686 3.495
C -4.187 -0.217 3.288
H -4.116 0.126 4.324
C -5.140 0.346 2.427
H -5.816 1.121 2.790
C -5.225 -0.096 1.101
H -5.965 0.326 0.419
C -4.362 -1.099 0.640
H -4.418 -1.453 -0.394
H -1.512 -2.623 1.462
H -2.883 -3.738 1.223
F 7.827 1.212 2.752
C 6.670 0.799 2.196
C 6.299 -0.546 2.266
F 7.098 -1.438 2.889
C 5.097 -0.952 1.700
F 4.740 -2.256 1.774
C 4.225 -0.042 1.067
S 2.711 -0.653 0.403
C 4.639 1.298 1.008
F 3.860 2.254 0.416
C 5.840 1.721 1.558
F 6.189 3.026 1.488
```


- Among the records above, which one has the highest maximum force?
  C3H3Br2F